Entry 1:
Molecular formula: C30H29CoN3O7S3
Method: DFT, ωB97M-V/def2-TZVPD

ORCA input file:
```
! wB97M-V def2-TZVPD RIJCOSX def2/J DEFGRID3
* xyz 1 1
Co 0.0952 1.1564 -0.7099
O -2.4625 -3.0810 -3.9005
C -1.9020 -2.1506 -3.1237
C -2.5624 -1.5843 -2.0266
C -1.8969 -0.6352 -1.2877
N -0.6602 -0.2765 -1.6053
C -0.0179 -0.7763 -2.6603
C -0.6049 -1.7293 -3.4540
C 1.3406 -0.1027 -2.8371
O 2.0981 -0.4136 -3.7224
O 1.5504 0.7977 -1.9142
C -2.4360 0.1826 -0.1140
O -3.5485 0.0147 0.3276
O -1.5668 1.0808 0.2965
H -3.3439 -3.3050 -3.5996
H -3.5732 -1.8574 -1.7468
H -0.0816 -2.1293 -4.3113
O 1.3350 0.3964 0.7038
S 2.7044 -0.2650 0.6897
C 3.1587 -0.0647 2.4515
C 3.5301 1.3318 2.9588
C 2.6026 2.4861 2.5656
C 1.1327 2.3116 2.9074
S 0.0385 3.2311 1.7821
O 0.4348 2.9396 0.3428
C 0.6890 4.8834 2.0224
C 0.4236 5.5297 3.2225
C 0.9063 6.8144 3.4169
C 1.6303 7.4440 2.4126
C 1.8727 6.7923 1.2131
C 1.4007 5.5036 1.0103
C 3.9972 0.7462 -0.0561
C 3.8096 1.9927 -0.6297
C 4.8995 2.6522 -1.1739
C 6.1588 2.0710 -1.1504
C 6.3347 0.8148 -0.5924
C 5.2481 0.1424 -0.0518
H 3.9845 -0.7583 2.6219
H 2.2884 -0.4785 2.9649
H 4.5292 1.5746 2.5936
H 3.6111 1.2603 4.0462
H 2.6752 2.6330 1.4980
H 2.9766 3.4026 3.0249
H 0.8673 2.6468 3.9132
H 0.7841 1.2874 2.7857
H -0.1584 5.0409 3.9974
H 0.7092 7.3281 4.3494
H 2.0021 8.4494 2.5666
H 2.4347 7.2861 0.4302
H 1.5801 4.9758 0.0806
H 2.8330 2.4354 -0.6706
H 4.7585 3.6239 -1.6323
H 7.0035 2.5915 -1.5841
H 7.3110 0.3485 -0.5904
H 5.3771 -0.8552 0.3565
N -2.4436 3.4394 -0.7696
C -1.6462 3.7161 -1.7870
S -0.4993 2.5764 -2.3526
N -1.7865 4.9251 -2.3477
C -1.0794 5.6239 -3.3704
C -0.4107 5.0268 -4.4349
C 0.2361 5.8299 -5.3651
C 0.2100 7.2089 -5.2601
C -0.4820 7.8014 -4.2137
C -1.1214 7.0151 -3.2731
H -2.2870 2.5773 -0.2473
H -3.0690 4.1362 -0.3909
H -2.4633 5.5120 -1.8941
H -0.4075 3.9619 -4.5708
H 0.7542 5.3584 -6.1905
H 0.7132 7.8213 -5.9968
H -0.5254 8.8791 -4.1273
H -1.6537 7.4824 -2.4511
*
```

The value obtained for the energy relative to the best compared isomer or geometry (same formula, charge and spin) is 3.5 kcal per mole. The calculation puts the orbital gap (alpha / beta) at 7.95 / 7.93 eV. The value obtained for the total energy is -4428.75129 Eh. Its LUMO energy (alpha / beta) is -0.124 / -0.125 hartree.

Löwdin charges, unit e, in atom order:
1 Co 0.423
2 O 0.121
3 C -0.257
4 C 0.102
5 C -0.118
6 N 0.036
7 C -0.123
8 C 0.117
9 C -0.541
10 O 0.125
11 O -0.160
12 C -0.512
13 O 0.122
14 O -0.143
15 H 0.124
16 H 0.143
17 H 0.148
18 O -0.547
19 S 1.101
20 C -0.294
21 C -0.194
22 C -0.221
23 C -0.297
24 S 1.069
25 O -0.586
26 C -0.382
27 C -0.083
28 C -0.064
29 C -0.065
30 C -0.059
31 C -0.066
32 C -0.380
33 C -0.078
34 C -0.045
35 C -0.061
36 C -0.061
37 C -0.087
38 H 0.096
39 H 0.094
40 H 0.116
41 H 0.125
42 H 0.071
43 H 0.127
44 H 0.105
45 H 0.078
46 H 0.116
47 H 0.114
48 H 0.112
49 H 0.113
50 H 0.110
51 H 0.089
52 H 0.114
53 H 0.112
54 H 0.113
55 H 0.115
56 N 0.159
57 C -0.679
58 S 0.975
59 N 0.085
60 C -0.228
61 C -0.043
62 C -0.065
63 C -0.077
64 C -0.073
65 C -0.031
66 H 0.056
67 H 0.135
68 H 0.143
69 H 0.067
70 H 0.113
71 H 0.110
72 H 0.111
73 H 0.114

Entry 2:
Molecular formula: C30H29F5FeNSSe
Method: DFT, ωB97M-V/def2-TZVPD

ORCA input file:
```
! wB97M-V def2-TZVPD RIJCOSX def2/J DEFGRID3
* xyz 1 5
Fe -0.0823 0.0512 1.1612
C -0.0305 1.5769 4.1198
C -0.9399 0.7693 3.2288
C -1.8296 1.4060 2.3392
C -1.9347 2.9097 2.3310
C -2.6373 0.6314 1.4833
C -3.5372 1.3215 0.4917
C -2.5657 -0.7717 1.5160
C -3.5008 -1.6181 0.6887
C -1.6275 -1.4087 2.3504
C -1.4545 -2.9053 2.3081
C -0.8619 -0.6390 3.2540
C 0.0424 -1.3199 4.2517
H -0.4882 1.7403 5.0989
H 0.1919 2.5488 3.6884
H 0.9195 1.0707 4.2716
H -1.2076 3.3631 1.6527
H -1.7563 3.3194 3.3216
H -2.9227 3.2368 2.0197
H -4.4895 1.6038 0.9479
H -3.7639 0.6777 -0.3542
H -3.0748 2.2261 0.1024
H -3.0668 -1.9082 -0.2707
H -4.4320 -1.0973 0.4845
H -3.7541 -2.5353 1.2156
H -2.0936 -3.4005 3.0434
H -0.4265 -3.1867 2.5232
H -1.7034 -3.3086 1.3296
H 1.0609 -1.4231 3.8699
H -0.3270 -2.3106 4.5024
H 0.0937 -0.7488 5.1753
N -0.3720 0.4473 -0.7444
S -1.2425 -0.1417 -1.9471
C -1.5123 1.1357 -3.1358
C -0.4354 1.7529 -3.7668
C -0.6836 2.7649 -4.6750
C -1.9950 3.1398 -4.9546
C -3.0595 2.5147 -4.3264
C -2.8217 1.5040 -3.4030
C -0.1866 -1.2415 -2.8697
C 1.0684 -1.5649 -2.3792
C 1.8589 -2.4470 -3.1095
C 1.3886 -2.9950 -4.2897
C 0.1202 -2.6677 -4.7601
C -0.6771 -1.7880 -4.0516
H 0.5000 0.8515 -1.0870
H 0.5801 1.4347 -3.5637
H 0.1397 3.2578 -5.1728
H -2.1832 3.9254 -5.6739
H -4.0744 2.8105 -4.5524
H -3.6471 1.0077 -2.9088
H 1.4358 -1.1447 -1.4515
H 2.8461 -2.6989 -2.7469
H 2.0086 -3.6807 -4.8508
H -0.2428 -3.0974 -5.6835
H -1.6574 -1.5223 -4.4274
F 8.1666 -0.1915 1.7483
C 6.8462 -0.1562 1.6456
C 6.0663 0.0568 2.7698
F 6.6464 0.2254 3.9529
C 4.6871 0.0928 2.6547
F 3.9743 0.2990 3.7629
C 4.0626 -0.0787 1.4299
Se 2.1941 -0.0256 1.2513
C 4.8600 -0.2949 0.3160
F 4.3175 -0.4781 -0.8915
C 6.2397 -0.3338 0.4134
F 6.9836 -0.5435 -0.6678
*
```

The value obtained for the energy relative to the best compared isomer or geometry (same formula, charge and spin) is 7.4 kcal per mole. The calculation puts the orbital gap (alpha / beta) at 8.08 / 7.77 eV. As for the expectation value of S²: 6.023. The value obtained for the total energy is -5777.73452 Eh. Its LUMO energy (alpha / beta) is -0.087 / -0.107 hartree.

Löwdin charges, unit e, in atom order:
1 Fe 0.416
2 C -0.026
3 C -0.238
4 C -0.201
5 C -0.015
6 C -0.203
7 C -0.033
8 C -0.195
9 C -0.023
10 C -0.217
11 C -0.024
12 C -0.244
13 C -0.022
14 H 0.111
15 H 0.084
16 H 0.073
17 H 0.107
18 H 0.086
19 H 0.082
20 H 0.110
21 H 0.053
22 H 0.086
23 H 0.082
24 H 0.085
25 H 0.089
26 H 0.109
27 H 0.087
28 H 0.083
29 H 0.080
30 H 0.085
31 H 0.090
32 N -0.388
33 S 1.075
34 C -0.407
35 C -0.061
36 C -0.048
37 C -0.051
38 C -0.056
39 C -0.081
40 C -0.393
41 C -0.070
42 C -0.049
43 C -0.056
44 C -0.057
45 C -0.077
46 H 0.008
47 H 0.122
48 H 0.117
49 H 0.116
50 H 0.115
51 H 0.106
52 H 0.055
53 H 0.115
54 H 0.114
55 H 0.115
56 H 0.118
57 F 0.149
58 C -0.132
59 C -0.140
60 F 0.140
61 C -0.252
62 F 0.087
63 C -0.472
64 Se 0.863
65 C -0.255
66 F 0.076
67 C -0.141
68 F 0.137

Entry 3:
Molecular formula: C30H29I2N4OSeTeTl
Method: DFT, ωB97M-V/def2-TZVPD

ORCA input file:
```
! wB97M-V def2-TZVPD RIJCOSX def2/J DEFGRID3
* xyz 2 1
Tl -0.5523 -0.2569 -0.6687
I 5.9264 1.2100 3.7370
C 4.6605 0.2157 2.4207
C 5.0640 -0.0200 1.1158
C 4.1970 -0.6700 0.2507
I 4.8060 -0.9458 -1.7313
C 2.9231 -1.0625 0.6582
O 2.0572 -1.6888 -0.2177
C 2.5112 -0.7946 1.9664
C 1.1041 -1.1108 2.4202
N 0.1125 -0.1024 1.9590
C 0.3719 1.2571 2.4553
C 0.2938 2.3560 1.4139
C 0.3419 3.6753 1.8449
C 0.4082 4.6907 0.9098
C 0.4180 4.3630 -0.4395
C 0.3249 3.0330 -0.7846
N 0.2621 2.0439 0.1190
C 3.3954 -0.1738 2.8385
H 6.0431 0.2900 0.7762
H 1.0994 -1.1905 3.5094
H 0.7874 -2.0736 2.0201
H -0.7846 -0.3966 2.3263
H 1.3824 1.3045 2.8586
H -0.3015 1.5060 3.2784
H 0.3401 3.8976 2.9066
H 0.4615 5.7247 1.2282
H 0.4911 5.1239 -1.2053
H 0.2958 2.7326 -1.8273
H 3.0949 0.0014 3.8658
Te -3.3677 0.5559 1.0954
C -5.3069 -0.0110 0.4835
C -5.5412 -0.4793 -0.8035
C -6.8396 -0.7832 -1.1893
C -7.8884 -0.6328 -0.2906
C -7.6416 -0.1876 1.0003
C -6.3467 0.1289 1.3942
C -3.1914 2.1971 -0.2339
C -3.3327 3.4914 0.2604
C -3.2136 4.5777 -0.6003
C -2.9484 4.3767 -1.9494
C -2.8225 3.0860 -2.4461
C -2.9479 1.9959 -1.5921
H -4.7249 -0.6051 -1.5051
H -7.0296 -1.1431 -2.1936
H -8.9011 -0.8617 -0.5989
H -8.4555 -0.0790 1.7060
H -6.1572 0.4901 2.3963
H -3.5584 3.6532 1.3070
H -3.3464 5.5826 -0.2170
H -2.8618 5.2244 -2.6176
H -2.6329 2.9243 -3.5010
H -2.9282 0.9941 -2.0078
C 1.9625 -3.5403 -3.3457
N 3.1204 -4.0404 -2.5951
C 4.2778 -4.5024 -3.1463
C 5.1286 -4.7827 -2.1211
N 4.4808 -4.4746 -0.9621
C 5.0656 -4.6148 0.3804
C 3.2519 -4.0097 -1.2594
Se 1.9277 -3.4957 -0.0343
H 2.0315 -3.8954 -4.3686
H 1.9682 -2.4524 -3.3398
H 1.0458 -3.9046 -2.8953
H 4.4153 -4.6022 -4.2108
H 6.1313 -5.1776 -2.1346
H 6.1344 -4.4352 0.3146
H 4.8913 -5.6166 0.7663
H 4.6164 -3.8898 1.0503
*
```

The value obtained for the energy relative to the best compared isomer or geometry (same formula, charge and spin) is 0.0 kcal per mole. The calculation puts the orbital gap at 6.36 eV. The value obtained for the total energy is -4891.66480 Eh. Its LUMO energy is -0.230 hartree.

Löwdin charges, unit e, in atom order:
1 Tl 0.774
2 I 0.966
3 C -0.722
4 C -0.206
5 C -0.607
6 I 1.066
7 C -0.414
8 O -0.596
9 C -0.162
10 C -0.138
11 N -0.122
12 C -0.135
13 C -0.264
14 C -0.004
15 C -0.024
16 C -0.038
17 C -0.136
18 N -0.008
19 C -0.106
20 H 0.091
21 H 0.137
22 H 0.087
23 H 0.047
24 H 0.117
25 H 0.138
26 H 0.129
27 H 0.124
28 H 0.121
29 H 0.114
30 H 0.113
31 Te 1.323
32 C -0.532
33 C -0.138
34 C -0.069
35 C -0.063
36 C -0.066
37 C -0.143
38 C -0.546
39 C -0.132
40 C -0.067
41 C -0.070
42 C -0.076
43 C -0.201
44 H 0.090
45 H 0.112
46 H 0.114
47 H 0.114
48 H 0.092
49 H 0.099
50 H 0.116
51 H 0.114
52 H 0.115
53 H 0.058
54 C 0.019
55 N -0.109
56 C -0.003
57 C -0.007
58 N -0.104
59 C 0.025
60 C -0.547
61 Se 1.242
62 H 0.109
63 H 0.095
64 H 0.091
65 H 0.150
66 H 0.152
67 H 0.111
68 H 0.113
69 H 0.076

- energy relative to the best compared isomer or geometry (same formula, charge and spin) of number 3 (C30H29I2N4OSeTeTl)?
  0.0 kcal per mole

- What is the formula in the third record?
  C30H29I2N4OSeTeTl